Record 1
This record from OMol25 describes a single C4H8N2OS molecule at a distorted geometry. The level of theory is ωB97M-V/def2-TZVPD.

XYZ file:
```
16
Properties=species:S:1:pos:R:3:lowdin_charge:R:1
H -2.163 0.366 0.941 0.04
N -1.672 -0.421 1.385 0.12
C -0.680 -0.767 0.644 -0.50
N 0.216 -1.702 1.052 0.14
C -0.252 -0.265 -0.681 -0.36
O 0.097 -1.297 -1.604 -0.02
C 0.884 0.721 -0.466 -0.56
C 0.626 2.023 0.123 -0.46
S 1.265 2.156 -1.554 0.82
H 0.740 -2.166 0.359 0.08
H -0.078 -2.212 1.897 0.12
H -1.106 0.304 -1.156 0.16
H -0.713 -1.542 -2.071 0.11
H 1.771 0.195 -0.154 0.11
H 1.455 2.284 0.838 0.09
H -0.392 2.322 0.448 0.10
```

As for the orbital gap: 9.6 eV. Its SMILES is [H]/N=C(/N)[C@H](O)[C@@H]1CS1.

Record 2
This record from OMol25 describes C5H10IrO3 as an isolated structure at a distorted geometry. The level of theory is ωB97M-V/def2-TZVPD.

XYZ file:
```
19
Properties=species:S:1:pos:R:3:lowdin_charge:R:1
C 2.743 1.012 -0.042 -0.32
O 1.550 1.745 -0.023 -0.34
C 2.489 -0.478 -0.344 -0.31
O 1.432 -0.976 0.433 -0.37
C -1.315 -2.050 -0.076 0.13
C -2.088 -0.984 0.158 -0.09
O -1.558 0.305 0.126 -0.41
C -2.537 1.353 0.067 -0.01
Ir 0.316 0.498 0.559 1.46
H 3.256 1.078 0.944 0.13
H 3.454 1.407 -0.796 0.14
H 3.425 -1.044 -0.165 0.14
H 2.258 -0.579 -1.427 0.13
H -0.426 -2.301 0.502 0.08
H -1.665 -2.796 -0.789 0.12
H -3.023 -1.037 0.723 0.16
H -1.995 2.300 -0.015 0.11
H -3.171 1.202 -0.815 0.12
H -3.145 1.347 0.981 0.12
```

The spin multiplicity is 5. As for the orbital gap (alpha / beta): 5.1 / 5.7 eV. Its net charge is +1.

Record 3
This record from OMol25 describes a 7-piece molecular cluster, C19H43Cl2N5O7 overall at a distorted geometry. The level of theory is ωB97M-V/def2-TZVPD.

XYZ file:
```
76
Properties=species:S:1:pos:R:3:lowdin_charge:R:1
O 0.969 0.086 -0.970 -0.29
C 0.565 0.350 0.217 -0.63
C 0.714 -0.655 1.361 -0.53
O 0.240 -1.926 1.299 -0.36
H -0.582 0.441 0.134 0.06
H 0.800 1.409 0.595 0.05
H 0.288 -0.175 2.338 0.06
H 1.807 -0.643 1.719 0.07
C 0.789 4.543 -0.945 -0.02
C 2.216 4.643 -1.428 -0.55
O 2.713 3.924 -2.212 0.11
N 2.921 5.710 -0.864 -0.03
C 4.256 6.028 -1.153 -0.13
H 0.424 3.531 -1.127 0.08
H 0.059 5.178 -1.469 0.08
H 0.768 4.849 0.107 0.04
H 2.387 6.281 -0.240 0.11
H 4.797 6.194 -0.206 0.08
H 4.365 6.993 -1.674 0.07
H 4.837 5.297 -1.695 0.08
C -2.352 -1.915 -1.917 0.00
C -2.363 -1.666 -3.382 -0.55
O -1.349 -1.397 -3.956 0.08
N -3.595 -1.801 -4.019 -0.03
C -3.895 -1.434 -5.365 -0.12
H -2.191 -1.000 -1.338 0.08
H -1.539 -2.574 -1.587 0.10
H -3.325 -2.283 -1.525 0.07
H -4.289 -2.414 -3.636 0.11
H -3.958 -2.318 -6.007 0.07
H -3.189 -0.694 -5.722 0.08
H -4.889 -0.965 -5.386 0.07
C 1.639 -7.379 1.214 -0.03
C 0.822 -6.072 1.260 -0.56
O 1.087 -5.177 0.486 0.07
N -0.165 -6.111 2.195 -0.01
C -1.212 -5.102 2.565 -0.03
H 2.008 -7.571 2.238 0.07
H 2.551 -7.247 0.638 0.07
H 1.129 -8.249 0.798 0.06
H -0.239 -6.986 2.673 0.10
H -2.070 -5.351 1.933 0.07
H -0.820 -4.093 2.360 0.07
H -1.388 -5.282 3.624 0.06
C -1.454 2.002 -4.011 0.00
C -0.679 3.243 -4.311 -0.55
O 0.521 3.254 -4.299 0.08
N -1.408 4.387 -4.603 -0.01
C -0.822 5.598 -5.043 -0.13
H -1.487 1.767 -2.937 0.10
H -0.954 1.134 -4.440 0.08
H -2.531 2.103 -4.241 0.07
H -2.394 4.269 -4.719 0.11
H 0.192 5.628 -5.425 0.08
H -0.880 6.372 -4.256 0.07
H -1.416 6.047 -5.861 0.07
C -0.046 -2.418 5.422 0.00
C 1.302 -3.007 5.103 -0.62
O 1.936 -3.588 5.968 -0.02
N 1.731 -2.816 3.883 0.04
C 3.081 -3.153 3.478 -0.08
H -0.816 -3.160 5.234 0.06
H -0.234 -1.482 4.889 0.07
H -0.028 -2.099 6.465 0.07
H 1.136 -2.308 3.193 0.10
H 3.306 -4.159 3.891 0.07
H 3.874 -2.565 3.958 0.08
H 3.150 -3.267 2.404 0.08
Cl -1.343 3.454 1.616 0.55
C -0.805 2.322 2.880 -0.69
C -0.853 2.980 4.201 -0.70
Cl -0.394 1.907 5.554 0.52
H 0.189 1.978 2.581 0.05
H -1.394 1.413 2.793 0.07
H -1.887 3.255 4.433 0.05
H -0.333 3.931 4.270 0.06
```

As for the orbital gap: 3.0 eV. Its net charge is -2.

Record 4
This record from OMol25 describes a single C4H7N2P molecule at a distorted geometry. The level of theory is ωB97M-V/def2-TZVPD.

XYZ file:
```
14
Properties=species:S:1:pos:R:3:lowdin_charge:R:1
C -0.403 0.771 -0.123 -0.50
C 1.295 -1.016 -0.593 -0.07
C 0.144 1.659 0.996 -0.04
C 1.284 -2.370 -0.017 -0.09
N -1.613 1.131 -0.522 -0.35
N 0.342 -0.307 -0.420 0.10
P -2.470 0.903 -1.879 0.71
H -0.270 1.557 1.988 0.07
H 0.132 2.727 0.730 0.08
H 1.213 1.382 0.839 0.07
H 0.339 -2.869 0.035 0.07
H 1.715 -2.238 1.011 0.10
H 1.954 -3.012 -0.471 0.03
H -3.662 1.681 -1.574 -0.18
```

As for the orbital gap (alpha / beta): 7.0 / 6.4 eV.

Record 5
This record from OMol25 describes C6H15N as an isolated structure at a distorted geometry. The level of theory is ωB97M-V/def2-TZVPD.

XYZ file:
```
22
Properties=species:S:1:pos:R:3:lowdin_charge:R:1
C -0.183 1.261 -1.401 -0.14
C -1.716 0.794 -1.459 -0.10
C 0.788 1.236 -0.319 -0.37
N 0.556 0.538 0.841 0.00
C -0.403 -1.789 1.334 -0.08
C 0.489 -0.939 0.430 -0.50
C 1.902 -1.506 0.550 -0.08
H 1.501 2.040 -0.236 0.12
H -0.082 2.074 -2.170 0.12
H -2.001 0.284 -0.459 0.07
H -1.966 0.115 -2.423 0.11
H -2.403 1.761 -1.387 0.10
H -1.013 2.698 0.891 0.01
H -1.230 3.008 1.502 0.05
H 1.012 0.577 -1.261 0.16
H -0.701 -2.647 0.725 0.07
H -1.386 -1.393 1.542 0.07
H 0.221 -2.098 2.125 0.05
H -0.008 -0.909 -0.605 0.11
H 2.616 -0.848 0.094 0.05
H 1.892 -2.651 0.105 0.14
H 2.115 -1.605 1.580 0.05
```

As for the orbital gap: 7.1 eV.

Record 6
This record from OMol25 describes a 2-piece molecular cluster, C4H7BrO overall at a distorted geometry. The level of theory is ωB97M-V/def2-TZVPD.

XYZ file:
```
13
Properties=species:S:1:pos:R:3:lowdin_charge:R:1
C 0.308 -2.307 0.035 -0.07
C 1.246 -1.124 -0.079 -0.16
C 2.016 -0.227 0.010 -0.61
Br 3.267 1.160 0.177 0.70
H 0.613 -2.893 0.831 0.05
H 0.176 -2.910 -0.896 0.10
H -0.655 -1.986 0.242 0.04
C -1.415 1.859 -0.332 -0.12
O -0.793 1.708 0.976 -0.15
H -2.194 1.109 -0.342 0.07
H -0.705 1.714 -1.101 0.06
H -1.829 2.808 -0.401 0.05
H -0.035 1.089 0.880 0.04
```

As for the orbital gap: 10.6 eV. Its SMILES is CC#CBr.CO.

Record 7
This record from OMol25 describes a 7-piece molecular cluster, C16H36N16O9S2 overall at a distorted geometry. The level of theory is ωB97M-V/def2-TZVPD.

XYZ file:
```
79
Properties=species:S:1:pos:R:3:lowdin_charge:R:1
N 2.933 -1.293 2.534 0.10
C 1.729 -1.460 1.738 -0.35
O 2.058 -2.415 0.685 -0.19
S 0.776 -2.851 -0.190 0.66
O 0.370 -4.200 0.168 -0.30
O 1.018 -2.812 -1.613 -0.30
C -0.617 -1.789 0.230 -0.15
C -0.268 -0.298 0.562 -0.21
N -1.341 0.168 1.509 0.09
C -2.367 0.475 0.952 -0.72
S -3.606 1.265 0.316 0.71
C 1.167 -0.108 1.216 -0.35
N 0.957 0.719 2.409 0.07
C 2.147 0.565 0.195 -0.23
C 2.778 1.761 0.579 0.00
C 3.688 2.346 -0.384 -0.03
C 3.867 1.661 -1.606 -0.05
C 3.143 0.480 -1.804 -0.12
N 2.287 -0.079 -0.962 0.13
H 3.486 -0.510 2.186 0.08
H 3.483 -2.136 2.385 0.09
H 0.959 -1.935 2.378 0.16
H -1.179 -2.214 1.081 0.13
H -1.290 -1.829 -0.648 0.08
H -0.380 0.299 -0.356 0.15
H 0.629 1.646 2.155 0.09
H 1.827 0.851 2.918 0.08
H 2.634 2.289 1.519 0.10
H 4.213 3.276 -0.153 0.09
H 4.581 2.093 -2.327 0.08
H 3.296 -0.040 -2.763 0.11
N -6.087 -2.454 3.762 0.14
C -5.247 -1.730 2.960 -0.69
N -5.844 -0.725 2.273 0.16
O -4.051 -1.977 2.873 0.00
H -7.068 -2.269 3.846 0.09
H -5.683 -3.207 4.287 0.10
H -5.254 -0.174 1.673 0.01
H -6.830 -0.511 2.335 0.04
N 8.121 3.248 -2.415 0.16
C 7.150 4.193 -2.269 -0.68
N 7.605 5.457 -2.019 0.15
O 5.961 3.932 -2.356 0.02
H 9.102 3.441 -2.348 0.09
H 7.821 2.307 -2.600 0.11
H 6.915 6.178 -1.908 0.10
H 8.575 5.695 -1.944 0.09
N 6.130 4.269 4.072 0.15
C 6.161 3.566 2.901 -0.69
N 6.596 4.271 1.814 0.15
O 5.827 2.398 2.830 0.02
H 6.400 5.231 4.152 0.09
H 5.815 3.782 4.891 0.10
H 6.632 3.784 0.936 0.09
H 6.876 5.233 1.848 0.09
N -9.684 1.664 2.406 0.16
C -9.711 0.320 2.190 -0.66
N -10.953 -0.237 2.153 0.16
O -8.694 -0.341 2.039 0.01
H -10.505 2.224 2.532 0.10
H -8.783 2.105 2.439 0.11
H -11.007 -1.227 1.995 0.11
H -11.801 0.284 2.273 0.10
N 0.838 -2.230 -4.576 0.17
C 0.370 -2.744 -5.742 -0.69
N -0.515 -3.777 -5.595 0.15
O 0.707 -2.322 -6.839 0.00
H 0.568 -2.570 -3.667 0.05
H 1.489 -1.471 -4.638 0.10
H -0.885 -4.186 -6.432 0.09
H -0.805 -4.137 -4.705 0.09
N -3.285 -4.643 -2.041 0.16
C -3.265 -3.335 -2.420 -0.66
N -4.342 -2.920 -3.144 0.16
O -2.343 -2.589 -2.130 0.01
H -4.029 -5.276 -2.265 0.09
H -2.503 -4.977 -1.504 0.11
H -4.354 -1.960 -3.437 0.11
H -5.108 -3.515 -3.393 0.09
```

As for the orbital gap: 9.1 eV. Its SMILES is N[C@@H]1OS(=O)(=O)C[C@@H](N=C=S)[C@]1(N)c1ccccn1.NC(N)=O.NC(N)=O.NC(N)=O.NC(N)=O.NC(N)=O.NC(N)=O.

Record 8
This record from OMol25 describes a 5-piece molecular cluster, CH12NO4 overall at a distorted geometry. The level of theory is ωB97M-V/def2-TZVPD.

XYZ file:
```
18
Properties=species:S:1:pos:R:3:lowdin_charge:R:1
C -0.906 0.466 2.486 0.14
N -0.050 -0.408 2.112 0.17
H -1.084 0.651 3.541 0.12
H -1.343 1.118 1.739 0.09
H 0.142 -0.557 1.054 0.08
H -0.018 -1.291 2.614 0.15
H 0.081 -4.511 -0.213 0.07
H 1.606 -4.487 -0.554 0.05
O 0.764 -4.083 -0.762 -0.04
H 0.733 -2.092 -0.348 0.04
H 0.450 -0.906 -1.236 0.09
O 0.590 -1.133 -0.316 -0.03
H 0.385 2.923 0.370 0.06
H -0.273 2.046 -0.708 0.03
O -0.144 2.131 0.247 -0.06
H 0.123 3.559 -3.489 0.05
H -1.280 3.531 -2.906 0.04
O -0.437 3.085 -2.857 -0.05
```

As for the orbital gap: 10.0 eV. Its net charge is +1.

Calculated calculated total energy (Eh), listed in the same order as above: -740.1217; -525.9298; -2470.4766; -607.3309; -292.0994; -2805.7546; -2981.1207; -400.7521